[1]
Here is a 2-piece molecular cluster, C7H4O2S overall at a distorted geometry from the OMol25 dataset. Energies are from ωB97M-V/def2-TZVPD.

```
14
Properties=species:S:1:pos:R:3:forces:R:3:lowdin_charge:R:1
C 2.870 -0.823 0.553 -1.25 1.25 -1.34 -0.32
C 1.626 1.248 -0.442 0.13 -2.68 1.19 -0.33
C 1.622 -1.062 0.137 -2.23 1.91 0.30 -0.17
C 0.846 0.161 -0.299 1.92 -2.10 0.18 -0.18
C -1.032 -1.585 -0.087 -0.25 -1.59 -0.67 -0.12
C 0.200 -1.128 -0.172 0.32 1.04 -0.11 -0.09
C -3.086 0.949 0.094 1.13 0.41 0.67 -0.10
O -2.062 -2.128 -0.239 0.89 0.90 0.50 0.17
O -1.912 0.883 0.436 -1.84 0.29 -1.29 -0.04
S 3.245 0.907 0.224 -0.16 -0.47 -0.28 0.90
H 3.590 -1.549 0.799 0.99 -0.36 0.60 0.05
H 1.355 2.107 -0.950 -0.12 1.90 -0.41 0.04
H -3.818 0.786 0.934 -0.15 0.09 -1.07 0.09
H -3.445 1.234 -0.987 0.62 -0.59 1.73 0.12
```
Forces are in eV/Å.

Values from the calculation:
* E_HOMO: -0.27978 Eh
* Kohn-Sham gap: 7.52 eV
* DFT total energy: -817.57434 Eh
* max |F|: 3.0 eV/A
* ΔE to the lowest compared entry with this formula, charge and spin: 382.4 kJ/mol

---

[2]
Here is C28H35CsFN2O3Si as an isolated structure from the OMol25 dataset. Energies are from ωB97M-V/def2-TZVPD.

```
71
Properties=species:S:1:pos:R:3:forces:R:3:lowdin_charge:R:1
Cs -0.361 1.055 0.507 -0.27 -0.06 0.31 1.18
C -4.254 0.388 2.145 0.01 -0.06 -0.06 -0.19
Si -3.238 1.157 3.540 -0.17 -0.31 0.12 0.29
C -2.112 -0.208 4.200 0.11 -0.05 -0.06 -0.19
C -4.469 1.492 4.936 0.00 0.30 0.05 -0.20
N -2.329 2.415 2.944 0.31 0.46 -0.12 -0.09
C -2.251 3.744 3.129 0.07 -0.50 -0.17 -0.35
C -2.906 4.506 4.132 0.06 0.17 -0.04 -0.05
C -2.747 5.881 4.246 -0.01 -0.11 -0.01 -0.14
C -1.930 6.590 3.377 0.03 0.04 -0.03 -0.15
C -1.262 5.888 2.372 -0.01 0.04 0.06 -0.06
C -1.431 4.532 2.276 -0.12 -0.01 0.19 -0.24
F -0.758 3.868 1.281 0.10 0.15 -0.03 -0.10
H -4.820 -0.492 2.466 0.02 0.03 0.01 0.02
H -3.604 0.082 1.319 -0.04 -0.01 0.00 0.00
H -4.959 1.122 1.745 0.01 -0.02 0.01 0.02
H -2.665 -1.117 4.458 -0.01 0.04 -0.01 0.02
H -1.585 0.131 5.098 -0.02 -0.01 -0.02 0.02
H -1.346 -0.481 3.465 -0.02 -0.01 0.04 0.01
H -5.021 0.605 5.253 0.03 -0.05 -0.06 0.02
H -5.192 2.249 4.615 -0.02 -0.05 0.07 0.02
H -3.941 1.893 5.807 -0.06 -0.04 0.01 0.02
H -3.545 3.971 4.823 -0.01 0.07 0.03 0.07
H -3.269 6.415 5.033 -0.02 -0.05 0.01 0.09
H -1.809 7.662 3.472 0.01 -0.01 -0.02 0.08
H -0.611 6.392 1.668 0.00 -0.03 -0.02 0.11
C 0.036 -6.558 -3.830 0.10 0.05 0.01 -0.06
C 1.296 -5.730 -3.788 -0.05 -0.02 0.00 -0.23
C 2.532 -6.339 -3.987 0.03 0.00 0.00 -0.07
C 3.704 -5.601 -3.953 -0.03 0.01 0.00 -0.09
C 3.644 -4.233 -3.735 0.05 -0.06 -0.02 -0.03
C 2.420 -3.606 -3.543 -0.01 0.03 0.03 -0.22
N 2.398 -2.198 -3.330 -0.08 0.07 -0.03 0.08
C 1.769 -1.376 -4.263 0.04 -0.01 0.04 -0.21
C 1.805 -1.703 -5.625 0.00 -0.01 -0.01 -0.03
C 1.240 -0.866 -6.570 0.00 0.01 0.03 -0.11
C 0.631 0.322 -6.183 -0.02 0.03 -0.01 -0.11
C 0.585 0.645 -4.835 0.01 -0.09 -0.05 -0.03
C 1.126 -0.187 -3.862 0.08 -0.03 0.07 -0.07
C 0.966 0.221 -2.401 0.10 0.06 -0.25 -0.68
O 1.297 -0.618 -1.510 -0.11 0.11 0.09 -0.14
O 0.495 1.359 -2.186 0.04 -0.07 -0.05 -0.20
C 1.234 -4.353 -3.549 -0.05 0.07 0.01 -0.15
C -0.085 -3.663 -3.305 0.07 -0.03 0.00 -0.01
H 0.263 -7.586 -4.113 -0.01 0.00 -0.01 0.07
H -0.676 -6.151 -4.550 -0.02 -0.03 0.01 0.08
H -0.460 -6.577 -2.857 -0.02 -0.01 -0.01 0.08
H 2.573 -7.407 -4.169 -0.02 0.01 0.00 0.10
H 4.659 -6.090 -4.103 0.01 0.01 0.00 0.09
H 4.540 -3.625 -3.718 -0.01 0.01 0.00 0.11
H 2.160 -1.880 -2.384 -0.01 -0.04 -0.01 0.10
H 2.296 -2.621 -5.927 -0.01 0.01 -0.03 0.11
H 1.284 -1.137 -7.618 0.00 -0.02 0.00 0.09
H 0.196 0.984 -6.921 0.00 -0.01 0.00 0.09
H 0.112 1.556 -4.494 0.00 0.00 0.02 0.11
H -0.528 -3.319 -4.244 0.00 -0.01 0.00 0.10
H 0.048 -2.786 -2.672 -0.01 0.00 0.00 0.08
H -0.797 -4.331 -2.822 0.00 0.00 -0.01 0.07
C 3.296 2.305 3.140 -0.08 0.02 0.04 -0.16
C 2.029 2.911 3.750 0.03 -0.05 -0.05 -0.15
C 1.178 1.674 4.012 0.03 -0.02 -0.15 -0.19
O 1.558 0.718 2.998 -0.10 0.04 -0.01 -0.24
C 2.717 1.175 2.300 -0.04 0.02 0.07 -0.23
H 3.938 1.902 3.927 0.02 0.00 -0.02 0.11
H 3.871 3.012 2.544 0.02 0.00 0.01 0.11
H 1.529 3.561 3.029 0.00 0.01 0.01 0.11
H 2.216 3.485 4.656 -0.01 0.02 -0.01 0.11
H 0.108 1.870 3.925 -0.02 -0.03 0.01 0.09
H 1.395 1.233 4.989 -0.02 0.02 0.03 0.12
H 2.426 1.541 1.308 0.10 0.03 -0.02 0.08
H 3.390 0.330 2.158 0.03 0.01 0.01 0.12
```
Forces are in eV/Å.

Values from the calculation:
* E_HOMO: -0.14507 Eh
* Kohn-Sham gap: 6.07 eV
* DFT total energy: -1832.87266 Eh
* max |F|: 0.6 eV/A
* ΔE to the lowest compared entry with this formula, charge and spin: 5.1 kJ/mol
* net charge: -1

---

[3]
Here is an isolated ion of composition C2HBrClO4S and charge -1 at a distorted geometry from the OMol25 dataset. Energies are from ωB97M-V/def2-TZVPD.

```
10
Properties=species:S:1:pos:R:3:forces:R:3:lowdin_charge:R:1
C 0.831 0.126 -0.830 -0.32 -2.34 0.40 -0.87
C 0.417 1.338 -0.542 0.14 0.72 -1.25 -0.65
O -2.126 -1.042 0.315 -0.53 0.42 0.41 -0.37
O 0.017 -1.003 -0.810 1.73 2.86 0.64 -0.25
O -0.296 -2.263 1.292 0.43 -0.77 0.32 -0.33
O -0.291 0.130 1.535 -0.46 -0.47 -0.17 -0.38
S -0.769 -1.013 0.782 -0.33 -1.51 0.24 0.37
Cl 2.564 -0.220 -0.742 -0.31 0.06 -0.24 0.62
Br -1.378 1.751 -0.610 -0.90 0.94 -0.42 0.80
H 1.030 2.195 -0.389 0.56 0.10 0.08 0.04
```
Forces are in eV/Å.

Values from the calculation:
* E_HOMO: -0.19336 Eh
* Kohn-Sham gap: 8.49 eV
* DFT total energy: -3810.21178 Eh
* max |F|: 3.4 eV/A
* ΔE to the lowest compared entry with this formula, charge and spin: 0.0 kJ/mol
* net charge: -1

---

LUMO energy / eV: -0.09 2.12 3.22